1.
# C19H12CuF3N3

C19H12CuF3N3 as an isolated structure (ωB97M-V/def2-TZVPD, the OMol25 dataset).

Calculated values
multiplicity = 1
net charge = -1
HOMO-LUMO gap = 6.003 eV
molecular weight = 402.87 g/mol

Positions of all 38 atoms, in Å:
1 H 1.226 -4.444 -1.576
2 N -2.231 -1.177 0.564
3 C -1.332 -5.155 1.300
4 N -0.117 -2.181 -0.587
5 H 1.618 2.234 -4.063
6 H -3.052 -5.210 2.579
7 N 0.262 -0.027 -1.999
8 C 2.194 0.172 -3.992
9 C -0.518 -4.403 0.443
10 C 2.638 -2.262 -3.740
11 H -4.974 -0.801 2.452
12 C 1.008 -1.113 -2.329
13 H -4.497 -3.190 2.967
14 C 0.486 1.115 -2.615
15 C 1.969 -1.074 -3.368
16 C 1.407 -3.491 -2.047
17 C 2.329 -3.435 -3.100
18 H 0.350 -4.878 0.014
19 C 0.015 1.453 0.902
20 C 0.757 -2.340 -1.590
21 C -2.757 -3.260 1.691
22 C -0.781 -3.056 0.180
23 F 0.623 1.182 2.126
24 C -3.868 -2.626 2.288
25 H -3.464 0.418 0.891
26 F -0.952 2.404 1.258
27 H 3.376 -2.233 -4.534
28 H -0.128 1.953 -2.307
29 C 1.462 1.264 -3.609
30 H 2.823 -4.352 -3.402
31 C -3.284 -0.623 1.129
32 H 2.943 0.246 -4.772
33 H -1.075 -6.192 1.485
34 F 0.974 2.249 0.260
35 Cu -0.642 -0.170 -0.183
36 C -1.947 -2.481 0.831
37 C -4.131 -1.313 2.006
38 C -2.430 -4.616 1.920

Mulliken atomic charge list, values in e, 6 entries:
1 H 0.14
2 N -0.43
3 C -0.83
4 N -0.35
5 H 0.36
6 H 0.33

2.
# C48H52AsBrN2O6ScSi

C48H52AsBrN2O6ScSi as an isolated structure in a non-equilibrium geometry (ωB97M-V/def2-TZVPD, the OMol25 dataset).

Calculated values
multiplicity = 1
net charge = -1
HOMO-LUMO gap = 7.040 eV
molecular weight = 980.82 g/mol
energy relative to the best compared isomer or geometry (same formula, charge and spin) = 126.5 kJ/mol

Positions of all 112 atoms, in Å:
1 C 0.118 2.962 1.866
2 H 5.863 -1.263 -0.134
3 H -4.759 -2.189 -1.053
4 C -0.240 4.112 4.004
5 C 0.085 1.425 5.748
6 O 0.560 0.218 -3.278
7 C -1.891 5.127 -2.760
8 C -0.695 3.703 2.777
9 C 2.842 2.737 -3.413
10 H -3.200 -3.906 -3.113
11 C -2.652 -0.748 -1.976
12 H -2.353 4.350 0.329
13 H -0.679 -2.610 0.006
14 O 1.726 -3.302 -1.633
15 H -2.841 5.661 -2.728
16 C 3.615 -3.440 -4.759
17 H -1.709 3.931 2.474
18 H -4.449 -1.895 5.280
19 C 3.096 -3.809 -3.530
20 H -1.577 4.992 -3.794
21 C -2.313 -1.017 2.771
22 C -3.318 2.473 -3.076
23 H -5.361 -0.979 -2.191
24 H -3.750 1.641 -2.526
25 C 2.404 1.967 1.497
26 C -4.632 -0.802 2.083
27 H 0.646 -3.253 4.082
28 C -5.062 -1.237 3.329
29 H 1.703 1.510 7.158
30 H -3.028 2.713 0.243
31 H -1.782 -3.306 1.206
32 H 2.211 -0.372 -4.980
33 H -2.949 -0.365 0.828
34 C -2.665 -3.121 -2.570
35 C 1.174 -0.622 -2.611
36 C 4.637 0.920 -2.424
37 H 2.032 -4.184 -1.394
38 H 1.677 -2.026 0.618
39 Br 1.673 4.357 6.120
40 C 1.590 -2.656 1.504
41 N 2.666 2.321 -2.190
42 O -0.322 2.655 0.711
43 H -2.774 2.073 -3.930
44 C -3.407 -1.783 -2.702
45 C 2.483 -1.342 -4.586
46 H -1.128 5.688 -2.223
47 H -2.503 -1.260 -4.601
48 H 4.254 -4.129 -5.297
49 O -0.219 -0.006 1.052
50 O 1.213 -0.597 -1.334
51 C -0.405 0.827 4.597
52 C -4.815 -1.921 -2.109
53 O -0.544 2.728 -1.925
54 H -4.076 3.189 -3.399
55 C -2.946 3.667 -0.273
56 H 3.002 -0.260 6.006
57 H -4.052 -0.463 -4.304
58 H -0.399 -4.247 0.624
59 N 2.218 1.507 0.318
60 Sc -0.025 0.996 -0.703
61 H -1.655 -3.036 -2.974
62 H -2.050 -1.688 4.799
63 C 3.303 -2.201 -5.301
64 H 5.637 1.058 -4.334
65 C 3.332 0.973 -0.349
66 H -6.120 -1.322 3.545
67 C 1.980 -1.674 -3.334
68 C 0.035 -3.595 3.244
69 C -3.502 -1.399 -4.185
70 C -4.123 -1.561 4.301
71 As -2.063 3.390 -1.949
72 H -5.378 -2.695 -2.638
73 C 0.149 -2.680 2.025
74 H 3.411 1.919 1.928
75 C -2.768 -1.448 4.020
76 C 0.301 -0.175 3.922
77 H -4.020 -2.179 -4.751
78 H 3.955 -0.365 1.171
79 C 3.549 1.427 -1.684
80 H 3.692 -1.909 -6.268
81 C 4.163 0.026 0.183
82 C 2.277 -2.936 -2.816
83 C 2.039 0.050 5.616
84 H -0.998 -3.670 3.594
85 H -1.364 1.153 4.207
86 C -3.273 -0.693 1.810
87 C 1.871 3.062 3.586
88 H -5.356 -0.548 1.316
89 C 5.479 -0.063 -1.844
90 H 3.318 -4.786 -3.112
91 H 0.366 -4.609 2.983
92 C 1.535 -0.543 4.464
93 H 6.296 -0.469 -2.428
94 H -0.889 4.671 4.668
95 C -1.965 0.075 -1.395
96 C -0.734 -3.237 0.899
97 Si -0.471 -0.905 2.340
98 H 2.306 -2.310 2.251
99 H 2.128 -1.311 3.988
100 H -0.483 2.210 6.234
101 H 1.894 -3.676 1.225
102 H 2.088 3.415 -3.800
103 H -2.582 -3.409 -1.522
104 H -3.933 4.082 -0.490
105 C 4.811 1.420 -3.733
106 H 2.874 2.802 3.905
107 H 4.016 2.723 -5.232
108 C 1.428 2.632 2.327
109 C 3.922 2.330 -4.228
110 C 1.057 3.793 4.410
111 C 5.236 -0.496 -0.574
112 C 1.312 1.036 6.266

Mulliken atomic charge list, values in e, 6 entries:
1 C 0.06
2 H 0.38
3 H 0.28
4 C -0.55
5 C -1.10
6 O -0.72

3.
# C4H5I

One molecule with the formula C4H5I in a non-equilibrium geometry (ωB97M-V/def2-TZVPD, the OMol25 dataset).

Calculated values
SMILES = CC1(I)C=C1
multiplicity = 1
net charge = 0
HOMO-LUMO gap = 9.102 eV
molecular weight = 179.99 g/mol
energy relative to the best compared isomer or geometry (same formula, charge and spin) = 236.5 kJ/mol

Positions of all 10 atoms, in Å:
1 H 0.134 2.182 0.535
2 H 1.366 -1.248 1.014
3 H -0.200 -1.854 0.824
4 H -0.072 -0.587 1.754
5 H -1.867 0.560 -1.521
6 C 0.298 -0.929 0.746
7 C -0.303 1.626 -0.228
8 C 0.106 -0.068 -0.441
9 I 1.633 -0.435 -1.907
10 C -1.095 0.754 -0.777

Mulliken atomic charge list, values in e, 6 entries:
1 H 0.41
2 H 0.33
3 H 0.35
4 H 0.31
5 H 0.33
6 C -1.17

4.
# C17H24N6O3S

One molecule with the formula C17H24N6O3S in a non-equilibrium geometry (ωB97M-V/def2-TZVPD, the OMol25 dataset).

Calculated values
SMILES = CC[C@@H](C)NC(=O)[C@H]1CCCN(S(=O)(=O)c2ccc(-n3cnnn3)cc2)C1
multiplicity = 1
net charge = 0
HOMO-LUMO gap = 9.338 eV
molecular weight = 392.48 g/mol
energy relative to the best compared isomer or geometry (same formula, charge and spin) = 0.0 kJ/mol

Positions of all 51 atoms, in Å:
1 C 1.702 1.267 -0.311
2 H -2.140 1.009 -1.124
3 C -3.429 1.742 0.432
4 S 0.339 2.420 -0.464
5 H -0.905 3.933 1.356
6 C 2.854 -0.704 -1.009
7 H -5.146 -4.766 0.736
8 H -4.299 1.846 -0.220
9 C 3.692 0.616 0.842
10 H 2.964 -1.564 -1.651
11 C -4.916 -2.223 -0.317
12 H 2.522 2.360 1.313
13 C 5.841 -1.493 1.052
14 H -0.469 -0.022 0.339
15 N 6.076 -3.033 -0.366
16 N 4.851 -1.391 0.123
17 C -5.966 -2.159 -1.421
18 C 2.633 1.492 0.684
19 H -2.434 3.418 -0.486
20 N -4.286 -0.921 -0.177
21 O -0.337 2.173 -1.708
22 C 1.803 0.181 -1.161
23 H -6.282 -4.400 2.035
24 N 5.058 -2.396 -0.745
25 C -1.193 0.677 0.759
26 O -2.174 -1.656 -0.411
27 C -1.462 2.996 1.372
28 C -2.955 -0.738 -0.245
29 H -3.767 1.445 1.430
30 N 6.593 -2.511 0.743
31 H -4.901 -0.138 -0.032
32 H -4.729 -2.529 1.792
33 H -4.113 -2.911 -0.601
34 C 3.795 -0.484 -0.006
35 O 0.820 3.747 -0.218
36 H -6.341 -2.007 1.290
37 H -1.716 2.745 2.408
38 H 1.061 0.045 -1.931
39 H -6.786 -1.505 -1.130
40 C -2.723 3.098 0.517
41 N -0.563 1.971 0.879
42 H -6.365 -3.148 -1.624
43 H -1.452 0.338 1.768
44 C -5.961 -4.112 1.037
45 C -2.454 0.701 -0.119
46 H -5.520 -1.776 -2.336
47 H -6.796 -4.263 0.358
48 C -5.502 -2.659 1.032
49 H 4.427 0.793 1.611
50 H -3.394 3.847 0.941
51 H 5.976 -0.853 1.896

Mulliken atomic charge list, values in e, 6 entries:
1 C -0.32
2 H 0.20
3 C -1.34
4 S 1.52
5 H 0.45
6 C -0.35

5.
# C33H25N7O5

A 2-piece molecular cluster, C33H25N7O5 overall in a non-equilibrium geometry (ωB97M-V/def2-TZVPD, the OMol25 dataset).

Calculated values
SMILES = CO/C(=C1/N(c2ccccc2)N=C(c2ccccc2)N1c1ccccc1)c1ccccc1.O=[N+]([O-])c1cnc2no[n+]([O-])c2c1
multiplicity = 1
net charge = 0
HOMO-LUMO gap = 5.401 eV
molecular weight = 599.61 g/mol
energy relative to the best compared isomer or geometry (same formula, charge and spin) = 113.8 kJ/mol

Positions of all 70 atoms, in Å:
1 C 0.722 1.181 -3.372
2 C 1.465 2.761 4.599
3 C 5.365 -0.142 -0.255
4 C 0.459 1.533 -2.044
5 N 0.044 2.994 0.259
6 N 7.409 0.914 0.504
7 C 6.772 -0.115 -0.032
8 H -0.826 0.710 3.130
9 C 2.035 1.269 -3.864
10 C 3.355 0.295 3.977
11 C 2.162 -3.173 0.255
12 C 3.282 -2.825 1.019
13 H 3.551 0.984 4.797
14 H 4.179 -0.420 3.886
15 H 7.365 -0.960 -0.395
16 C -0.137 3.142 1.547
17 C -0.514 0.896 5.281
18 C 1.514 1.934 -1.231
19 N 4.921 -1.005 -1.308
20 N 1.203 2.259 0.121
21 H 2.393 -0.217 4.118
22 C 0.203 1.564 6.278
23 O 5.724 -1.869 -1.727
24 C -1.301 3.818 2.104
25 H -0.546 1.499 -1.627
26 C 1.672 1.860 1.324
27 N 7.094 3.104 1.425
28 H -1.282 0.167 5.538
29 O 3.772 -0.864 -1.798
30 C 2.394 -0.582 1.312
31 H 2.107 -4.161 -0.206
32 H 3.503 2.749 -1.157
33 C 3.067 1.750 -3.056
34 H -4.632 5.376 3.404
35 C -2.562 4.936 3.857
36 C 2.624 0.847 1.682
37 C 5.201 1.864 0.879
38 O 3.326 1.139 2.800
39 H -4.487 4.498 1.063
40 C 1.195 2.490 5.943
41 C -3.696 4.957 3.034
42 C -1.366 4.393 3.395
43 N 4.763 3.096 1.343
44 H 0.394 -0.263 0.554
45 H 1.762 3.013 6.715
46 C 3.402 -1.540 1.539
47 C 4.488 0.832 0.294
48 C 1.218 -0.977 0.644
49 C 2.778 2.208 -1.771
50 H 4.088 -3.541 1.185
51 C -3.620 4.461 1.725
52 H -2.336 3.541 0.234
53 C 1.130 -2.251 0.077
54 C -0.254 1.177 3.934
55 H 3.494 0.965 -0.150
56 H -2.612 5.349 4.866
57 H -0.093 0.837 -4.010
58 H 4.286 -1.277 2.124
59 H -0.013 1.361 7.332
60 O 5.911 3.870 1.626
61 H 0.248 -2.505 -0.518
62 O 3.657 3.605 1.420
63 H 2.264 0.964 -4.887
64 H 4.094 1.796 -3.426
65 C 0.723 2.113 3.622
66 N 0.903 2.524 2.266
67 H 2.226 3.479 4.284
68 H -0.474 4.405 4.022
69 C 6.640 1.909 0.946
70 C -2.430 3.916 1.255

Mulliken atomic charge list, values in e, 6 entries:
1 C -0.72
2 C 0.40
3 C -1.14
4 C -0.58
5 N -1.59
6 N -0.64